<P>
{"formula": "C28H81BHgN7O7", "method": "ωB97M-V/def2-TZVPD", "homo_lumo_gap_ev": 1.2986, "total_charge": 1, "elements": ["Hg", "B", "H", "H", "H", "H", "C", "C", "C", "O", "C", "N", "H", "H", "H", "H", "H", "H", "H", "H", "H", "H", "H", "C", "C", "C", "O", "C", "N", "H", "H", "H", "H", "H", "H", "H", "H", "H", "H", "H", "C", "C", "C", "O", "C", "N", "H", "H", "H", "H", "H", "H", "H", "H", "H", "H", "H", "C", "C", "C", "O", "C", "N", "H", "H", "H", "H", "H", "H", "H", "H", "H", "H", "H", "C", "C", "C", "O", "C", "N", "H", "H", "H", "H", "H", "H", "H", "H", "H", "H", "H", "C", "C", "C", "O", "C", "N", "H", "H", "H", "H", "H", "H", "H", "H", "H", "H", "H", "C", "C", "C", "O", "C", "N", "H", "H", "H", "H", "H", "H", "H", "H", "H", "H", "H"], "positions_angstrom": [[-0.211, 3.753, 2.888], [1.024, 1.011, 0.325], [1.985, 1.269, 0.742], [0.959, 0.157, -0.331], [0.387, 0.740, 1.153], [0.611, 1.889, -0.146], [5.091, 4.361, 5.963], [3.945, 4.541, 4.959], [4.465, 5.032, 3.559], [3.489, 5.174, 2.589], [4.017, 5.249, 1.280], [3.264, 3.232, 4.766], [5.875, 3.659, 5.677], [4.680, 4.053, 6.925], [5.588, 5.292, 6.232], [3.354, 5.296, 5.477], [5.247, 4.362, 3.202], [4.960, 5.992, 3.708], [4.292, 4.250, 0.942], [4.933, 5.811, 1.100], [3.306, 5.610, 0.537], [3.224, 2.776, 5.666], [3.823, 2.565, 4.253], [-1.132, 8.369, 3.940], [-2.448, 7.605, 3.769], [-2.950, 7.559, 2.305], [-2.596, 6.388, 1.546], [-2.691, 6.678, 0.148], [-2.357, 6.248, 4.277], [-1.027, 8.555, 5.009], [-1.197, 9.396, 3.583], [-0.315, 7.827, 3.463], [-3.199, 8.117, 4.369], [-2.464, 8.412, 1.832], [-4.008, 7.803, 2.404], [-1.822, 7.237, -0.200], [-3.603, 7.170, -0.190], [-2.825, 5.680, -0.267], [-3.251, 5.848, 4.031], [-2.407, 6.290, 5.285], [8.149, 0.083, 0.904], [8.089, -0.776, 2.187], [9.168, -0.273, 3.179], [10.420, -0.500, 2.637], [11.502, -0.230, 3.465], [6.773, -0.673, 2.809], [7.816, 1.040, 1.305], [7.440, -0.360, 0.204], [9.155, 0.131, 0.488], [8.231, -1.812, 1.879], [9.007, -0.724, 4.158], [9.163, 0.807, 3.323], [11.236, -0.780, 4.368], [11.838, 0.805, 3.516], [12.321, -0.797, 3.022], [6.120, -0.497, 2.059], [6.493, -1.605, 3.080], [-5.771, -3.421, -0.512], [-4.285, -3.430, -1.027], [-4.047, -3.954, -2.526], [-4.910, -3.475, -3.536], [-4.586, -3.960, -4.860], [-4.070, -1.983, -0.978], [-6.042, -2.970, 0.442], [-6.220, -4.403, -0.368], [-6.423, -2.826, -1.151], [-3.595, -3.904, -0.329], [-4.013, -5.044, -2.542], [-3.045, -3.614, -2.786], [-5.284, -3.479, -5.545], [-4.688, -5.041, -4.767], [-3.599, -3.558, -5.089], [-3.161, -1.786, -1.372], [-4.668, -1.562, -1.674], [-0.743, -10.089, -4.964], [-0.564, -9.209, -6.219], [0.673, -8.243, -6.135], [0.533, -7.312, -5.044], [1.435, -6.232, -5.048], [-0.390, -10.032, -7.461], [0.100, -10.739, -4.729], [-1.574, -10.794, -4.951], [-0.861, -9.352, -4.169], [-1.483, -8.628, -6.295], [0.686, -7.633, -7.039], [1.637, -8.747, -6.198], [1.404, -5.453, -5.810], [2.426, -6.670, -4.928], [1.183, -5.657, -4.157], [-0.083, -9.443, -8.222], [-1.189, -10.563, -7.778], [-7.000, 2.420, -8.031], [-6.016, 2.234, -6.818], [-4.712, 1.645, -7.224], [-3.940, 1.735, -6.009], [-2.470, 1.521, -6.153], [-5.838, 3.581, -6.292], [-7.886, 2.970, -7.714], [-7.210, 1.444, -8.468], [-6.465, 2.990, -8.790], [-6.585, 1.747, -6.026], [-4.250, 2.311, -7.953], [-4.673, 0.621, -7.595], [-2.076, 2.268, -6.843], [-2.209, 0.524, -6.508], [-2.008, 1.616, -5.171], [-5.112, 3.470, -5.599], [-5.277, 4.092, -6.958], [-3.500, -1.844, 6.323], [-2.224, -1.208, 5.848], [-1.246, -2.288, 5.336], [-1.037, -3.274, 6.370], [-0.239, -4.337, 5.926], [-2.524, -0.269, 4.741], [-3.340, -2.541, 7.146], [-4.151, -2.307, 5.582], [-4.016, -1.033, 6.837], [-1.789, -0.675, 6.693], [-0.372, -1.672, 5.124], [-1.657, -2.817, 4.477], [-0.712, -4.920, 5.136], [0.074, -5.067, 6.672], [0.683, -3.878, 5.570], [-3.516, -0.148, 4.890], [-2.429, -0.804, 3.890]]}

<Q>
{"formula": "C28H81BHgN7O7", "method": "ωB97M-V/def2-TZVPD", "homo_lumo_gap_ev": 2.1049, "total_charge": 1, "elements": ["Hg", "B", "H", "H", "H", "H", "C", "C", "C", "O", "C", "N", "H", "H", "H", "H", "H", "H", "H", "H", "H", "H", "H", "C", "C", "C", "O", "C", "N", "H", "H", "H", "H", "H", "H", "H", "H", "H", "H", "H", "C", "C", "C", "O", "C", "N", "H", "H", "H", "H", "H", "H", "H", "H", "H", "H", "H", "C", "C", "C", "O", "C", "N", "H", "H", "H", "H", "H", "H", "H", "H", "H", "H", "H", "C", "C", "C", "O", "C", "N", "H", "H", "H", "H", "H", "H", "H", "H", "H", "H", "H", "C", "C", "C", "O", "C", "N", "H", "H", "H", "H", "H", "H", "H", "H", "H", "H", "H", "C", "C", "C", "O", "C", "N", "H", "H", "H", "H", "H", "H", "H", "H", "H", "H", "H"], "positions_angstrom": [[2.744, -0.712, -0.755], [-0.365, 0.507, -0.157], [0.371, 1.209, 0.205], [-0.149, 0.251, -1.183], [-0.325, -0.413, 0.405], [-1.364, 0.900, -0.055], [-10.014, 1.150, -0.025], [-9.492, 2.010, -1.132], [-8.522, 1.357, -2.221], [-7.579, 0.685, -1.366], [-6.429, 0.299, -2.125], [-10.665, 2.489, -1.786], [-10.682, 1.704, 0.634], [-9.210, 0.751, 0.593], [-10.481, 0.257, -0.441], [-8.972, 2.889, -0.753], [-8.078, 2.171, -2.795], [-8.969, 0.722, -2.986], [-5.636, -0.100, -1.493], [-5.947, 1.132, -2.637], [-6.657, -0.491, -2.841], [-10.349, 2.988, -2.606], [-11.126, 1.670, -2.158], [-3.975, -1.978, 5.655], [-3.536, -1.943, 4.174], [-4.661, -1.983, 3.158], [-5.038, -3.313, 2.868], [-6.054, -3.272, 1.860], [-2.597, -0.807, 3.995], [-4.557, -2.890, 5.789], [-4.729, -1.202, 5.781], [-3.183, -1.861, 6.395], [-2.932, -2.844, 4.073], [-4.270, -1.589, 2.219], [-5.496, -1.301, 3.314], [-5.607, -2.996, 0.905], [-6.995, -2.802, 2.146], [-6.377, -4.275, 1.582], [-3.100, 0.058, 4.126], [-2.422, -0.752, 3.002], [3.832, -0.573, 5.190], [4.335, -0.264, 3.766], [5.811, -0.521, 3.660], [6.316, -0.144, 2.389], [7.758, -0.051, 2.194], [3.631, -1.191, 2.891], [3.822, -1.640, 5.412], [2.795, -0.277, 5.346], [4.531, -0.164, 5.920], [4.129, 0.777, 3.518], [6.194, -1.512, 3.905], [6.386, 0.130, 4.319], [8.268, -0.878, 2.687], [8.016, 0.901, 2.658], [8.097, -0.099, 1.159], [3.841, -2.117, 3.235], [2.674, -1.100, 3.200], [7.307, -1.941, -4.267], [6.143, -1.200, -3.627], [5.021, -1.062, -4.594], [3.717, -0.568, -4.180], [2.961, -0.161, -5.322], [5.692, -2.040, -2.546], [7.096, -2.917, -4.702], [8.052, -2.115, -3.491], [7.856, -1.374, -5.019], [6.534, -0.244, -3.278], [4.826, -1.970, -5.165], [5.429, -0.380, -5.341], [2.061, 0.301, -4.918], [2.722, -1.094, -5.832], [3.569, 0.508, -5.933], [6.510, -2.251, -1.992], [5.550, -2.978, -2.894], [-3.011, 5.076, 0.284], [-3.005, 5.030, 1.830], [-4.186, 4.200, 2.430], [-4.286, 4.134, 3.869], [-5.510, 3.661, 4.371], [-1.738, 4.451, 2.232], [-3.986, 5.351, -0.119], [-2.780, 4.107, -0.157], [-2.253, 5.723, -0.157], [-2.998, 6.012, 2.304], [-4.250, 3.213, 1.972], [-5.102, 4.663, 2.064], [-5.814, 2.654, 4.083], [-6.242, 4.404, 4.056], [-5.538, 3.756, 5.456], [-1.650, 3.633, 1.646], [-1.825, 4.178, 3.201], [0.100, -4.535, -3.219], [0.074, -5.199, -1.820], [-0.124, -6.719, -1.857], [0.886, -7.410, -2.638], [0.743, -8.830, -2.557], [1.339, -4.877, -1.198], [-0.641, -5.040, -3.838], [1.066, -4.586, -3.722], [-0.095, -3.476, -3.047], [-0.707, -4.750, -1.205], [-1.152, -6.945, -2.138], [-0.150, -7.157, -0.859], [-0.289, -9.097, -2.785], [1.017, -9.172, -1.559], [1.372, -9.333, -3.292], [1.966, -5.600, -1.519], [1.266, -5.246, -0.261], [3.750, 4.369, -2.365], [5.108, 3.802, -1.893], [6.146, 4.878, -1.499], [7.287, 4.364, -0.917], [8.346, 5.276, -0.634], [4.794, 2.932, -0.781], [3.960, 4.757, -3.361], [3.431, 5.170, -1.697], [2.988, 3.601, -2.496], [5.502, 3.264, -2.755], [5.648, 5.521, -0.772], [6.351, 5.458, -2.399], [8.999, 4.970, 0.184], [7.928, 6.197, -0.227], [8.930, 5.453, -1.537], [4.562, 3.517, 0.009], [5.715, 2.727, -0.419]]}

Of them, <Q> has the highest stability.

<P>
{"formula": "C41H46LuN6P2S2", "method": "ωB97M-V/def2-TZVPD", "homo_lumo_gap_ev": 5.7844, "total_charge": 3, "elements": ["Lu", "N", "C", "C", "C", "C", "C", "C", "N", "C", "C", "C", "S", "C", "N", "H", "H", "H", "H", "H", "H", "H", "C", "S", "C", "C", "C", "N", "P", "C", "C", "C", "C", "C", "C", "C", "C", "C", "C", "C", "C", "P", "C", "C", "C", "C", "C", "C", "C", "C", "C", "C", "C", "C", "H", "H", "H", "H", "H", "H", "H", "H", "H", "H", "H", "H", "H", "H", "H", "H", "H", "H", "H", "H", "H", "H", "H", "H", "H", "H", "H", "H", "H", "N", "C", "C", "C", "N", "H", "H", "H", "H", "H", "H", "H", "H", "H", "H"], "positions_angstrom": [[0.028, -1.370, 1.146], [1.465, -1.485, 5.379], [0.185, -1.361, 5.852], [-0.319, -1.369, 7.145], [-1.686, -1.250, 7.272], [-2.508, -1.094, 6.150], [-2.007, -1.071, 4.867], [-0.632, -1.233, 4.705], [0.169, -1.308, 3.571], [1.417, -1.461, 4.032], [2.579, -1.607, 3.183], [3.892, -1.607, 3.587], [4.943, -1.807, 2.259], [3.584, -1.881, 1.238], [2.413, -1.765, 1.820], [2.282, -1.588, 5.957], [0.326, -1.467, 8.003], [-2.134, -1.267, 8.253], [-3.570, -0.986, 6.301], [-2.666, -0.906, 4.027], [4.283, -1.489, 4.579], [3.708, -2.024, 0.180], [-2.817, 3.642, -5.797], [-3.074, 2.034, -5.011], [-2.326, 2.327, -3.360], [-2.726, 1.168, -2.458], [-2.044, 1.187, -1.092], [-0.557, 1.001, -1.115], [-0.292, -0.694, -1.536], [-0.365, -0.601, -3.360], [0.285, 0.462, -3.982], [0.252, 0.575, -5.358], [-0.436, -0.361, -6.114], [-1.068, -1.428, -5.498], [-1.027, -1.561, -4.119], [1.519, -1.103, -1.530], [2.598, -0.315, -1.931], [3.803, -0.908, -2.271], [3.955, -2.286, -2.234], [2.898, -3.084, -1.824], [1.691, -2.498, -1.475], [0.027, 1.349, 0.502], [-0.603, 3.039, 0.792], [-0.832, 3.460, 2.098], [-1.187, 4.778, 2.341], [-1.317, 5.671, 1.290], [-1.095, 5.249, -0.012], [-0.729, 3.941, -0.265], [1.783, 1.821, 0.324], [2.639, 1.445, 1.357], [3.953, 1.885, 1.370], [4.415, 2.706, 0.353], [3.558, 3.111, -0.659], [2.242, 2.683, -0.670], [-3.313, 3.589, -6.761], [-1.756, 3.822, -5.940], [-3.268, 4.425, -5.196], [-2.698, 3.277, -2.976], [-1.246, 2.375, -3.490], [-2.523, 0.232, -2.978], [-3.804, 1.216, -2.294], [-2.516, 0.415, -0.456], [-2.249, 2.155, -0.630], [0.796, 1.202, -3.382], [0.763, 1.395, -5.839], [-0.482, -0.251, -7.186], [-1.598, -2.154, -6.093], [-1.524, -2.393, -3.639], [2.499, 0.755, -2.011], [4.616, -0.285, -2.611], [4.880, -2.736, -2.555], [3.004, -4.159, -1.804], [0.824, -3.136, -1.303], [-0.729, 2.761, 2.917], [-1.360, 5.109, 3.352], [-1.592, 6.696, 1.483], [-1.203, 5.943, -0.831], [-0.562, 3.618, -1.282], [2.252, 0.844, 2.179], [4.612, 1.612, 2.179], [5.439, 3.047, 0.360], [3.913, 3.774, -1.433], [1.571, 3.020, -1.444], [-2.486, -1.882, 1.459], [-3.190, -2.763, 0.481], [-2.755, -4.219, 0.617], [-1.333, -4.506, 0.144], [-0.298, -3.917, 1.050], [-2.646, -2.322, 2.374], [-3.027, -1.011, 1.496], [-2.988, -2.396, -0.532], [-4.272, -2.719, 0.645], [-3.434, -4.827, 0.017], [-2.875, -4.546, 1.654], [-1.193, -4.102, -0.865], [-1.210, -5.592, 0.089], [0.589, -4.364, 0.793], [-0.507, -4.298, 1.980]]}

<Q>
{"formula": "C41H46LuN6P2S2", "method": "ωB97M-V/def2-TZVPD", "homo_lumo_gap_ev": 6.4832, "total_charge": 3, "elements": ["Lu", "N", "C", "C", "C", "C", "C", "C", "N", "C", "C", "C", "S", "C", "N", "H", "H", "H", "H", "H", "H", "H", "C", "S", "C", "C", "C", "N", "P", "C", "C", "C", "C", "C", "C", "C", "C", "C", "C", "C", "C", "P", "C", "C", "C", "C", "C", "C", "C", "C", "C", "C", "C", "C", "H", "H", "H", "H", "H", "H", "H", "H", "H", "H", "H", "H", "H", "H", "H", "H", "H", "H", "H", "H", "H", "H", "H", "H", "H", "H", "H", "H", "H", "N", "C", "C", "C", "N", "H", "H", "H", "H", "H", "H", "H", "H", "H", "H"], "positions_angstrom": [[0.009, -0.056, 0.411], [4.233, 1.102, 0.124], [4.556, -0.215, -0.229], [5.778, -0.861, -0.386], [5.725, -2.186, -0.765], [4.500, -2.838, -0.993], [3.296, -2.185, -0.828], [3.340, -0.851, -0.420], [2.310, 0.073, -0.176], [2.907, 1.220, 0.122], [2.161, 2.433, 0.449], [2.582, 3.716, 0.413], [1.318, 4.741, 0.911], [0.306, 3.410, 1.144], [0.853, 2.254, 0.867], [4.892, 1.829, 0.358], [6.723, -0.353, -0.228], [6.648, -2.735, -0.906], [4.509, -3.870, -1.318], [2.360, -2.682, -1.051], [3.545, 4.108, 0.106], [-0.712, 3.521, 1.503], [-7.348, -2.195, -3.564], [-6.265, -0.846, -4.099], [-6.430, 0.256, -2.665], [-5.421, 0.002, -1.547], [-4.000, 0.209, -2.051], [-2.948, 0.109, -1.000], [-2.232, 1.495, -0.325], [-3.584, 2.542, 0.204], [-4.265, 3.389, -0.671], [-5.393, 4.064, -0.226], [-5.836, 3.907, 1.084], [-5.152, 3.076, 1.964], [-4.024, 2.398, 1.525], [-1.396, 2.286, -1.727], [-1.186, 3.666, -1.803], [-0.417, 4.198, -2.830], [0.163, 3.358, -3.782], [-0.038, 1.988, -3.711], [-0.818, 1.454, -2.689], [-2.201, -1.349, -0.590], [-1.710, -2.190, -2.100], [-2.614, -2.819, -2.957], [-2.166, -3.362, -4.153], [-0.819, -3.296, -4.497], [0.095, -2.680, -3.650], [-0.357, -2.133, -2.460], [-3.398, -2.397, 0.241], [-3.324, -3.790, 0.149], [-4.199, -4.578, 0.889], [-5.136, -3.982, 1.722], [-5.201, -2.596, 1.828], [-4.328, -1.803, 1.098], [-7.382, -2.913, -4.383], [-8.356, -1.823, -3.390], [-6.975, -2.696, -2.671], [-7.446, 0.141, -2.287], [-6.339, 1.279, -3.039], [-5.550, -1.017, -1.174], [-5.609, 0.683, -0.710], [-3.914, 1.190, -2.523], [-3.782, -0.513, -2.831], [-3.932, 3.521, -1.695], [-5.929, 4.719, -0.905], [-6.715, 4.443, 1.423], [-5.495, 2.963, 2.987], [-3.491, 1.744, 2.209], [-1.654, 4.333, -1.087], [-0.282, 5.272, -2.902], [0.748, 3.780, -4.592], [0.381, 1.336, -4.470], [-1.020, 0.388, -2.685], [-3.668, -2.878, -2.700], [-2.874, -3.835, -4.825], [-0.477, -3.729, -5.430], [1.146, -2.633, -3.919], [0.368, -1.657, -1.811], [-2.605, -4.264, -0.512], [-4.154, -5.658, 0.806], [-5.825, -4.599, 2.288], [-5.940, -2.136, 2.474], [-4.395, -0.720, 1.165], [-0.095, -0.018, 2.867], [0.961, -0.931, 3.418], [0.471, -2.363, 3.477], [-0.237, -2.846, 2.222], [0.526, -2.466, 0.993], [0.125, 0.928, 3.153], [-0.976, -0.224, 3.327], [1.255, -0.609, 4.412], [1.842, -0.841, 2.783], [-0.215, -2.488, 4.317], [1.332, -2.998, 3.693], [-1.239, -2.423, 2.139], [-0.362, -3.922, 2.275], [0.178, -3.031, 0.224], [1.494, -2.756, 1.099]]}

Of them, <Q> has the highest stability.

<P>
{"formula": "C2H6N4OS", "method": "ωB97M-V/def2-TZVPD", "homo_lumo_gap_ev": 8.8898, "total_charge": 0, "elements": ["N", "N", "C", "N", "S", "N", "C", "O", "H", "H", "H", "H", "H", "H"], "positions_angstrom": [[2.275, -0.915, 0.046], [0.985, -1.265, -0.245], [0.010, -0.443, -0.066], [0.245, 0.823, 0.520], [0.869, 2.074, -0.517], [-1.234, -0.780, -0.523], [-2.446, -0.048, -0.313], [-2.561, 0.867, 0.463], [2.638, -1.818, 0.476], [2.417, -0.106, 0.723], [-0.518, 1.025, 1.133], [1.878, 2.551, 0.452], [-1.211, -1.618, -1.146], [-3.347, -0.347, -1.002]]}

<Q>
{"formula": "C2H6N4OS", "method": "ωB97M-V/def2-TZVPD", "homo_lumo_gap_ev": 9.6159, "total_charge": 0, "elements": ["C", "C", "H", "H", "H", "H", "H", "H", "N", "N", "N", "N", "O", "S"], "positions_angstrom": [[-0.296, -0.891, -0.492], [0.697, 1.546, -0.627], [-1.050, 1.008, 1.509], [-1.109, -0.979, 2.179], [-2.309, -0.729, -0.575], [0.627, -1.763, -2.018], [2.258, 0.069, 1.789], [1.622, 2.230, -1.178], [-1.623, -0.054, 1.417], [-1.487, -0.341, -0.083], [-0.252, -1.842, -1.300], [0.816, 0.083, -0.194], [-0.406, 2.014, -0.751], [2.513, -0.349, 0.324]]}

Of them, <P> has the highest stability.